Version one
Computed, not measured: a cluster of 4 separate species, C2H14N2O3 in total, with ωB97M-V with the def2-TZVPD basis set.

Geometry as XYZ:
```
21
C2H14N2O3 | OMol25 | ωB97M-V with the def2-TZVPD basis set
N 0.4439 -1.9101 -3.1757
C 0.7897 -1.1375 -2.0064
C -0.4669 -0.5736 -1.2994
N -0.1687 -0.2010 0.0528
H 0.1328 -1.5253 -4.0428
H 1.1078 -2.6340 -3.4312
H 1.1645 -1.9098 -1.3242
H 1.6163 -0.4176 -2.0145
H -1.2755 -1.2963 -1.3727
H -0.6815 0.2261 -2.0441
H -1.0350 0.0446 0.4923
H 0.5636 0.4466 0.2423
H -0.7577 -2.2338 2.9256
H -0.1292 -2.4470 1.5979
O 0.1197 -2.1734 2.4995
H -1.8070 4.5581 1.7289
H -1.8995 4.8107 0.2269
O -2.2090 5.1433 1.0750
H 0.8373 0.6634 3.3634
H 2.2737 1.1222 3.1539
O 1.3807 1.4445 3.3524
```

Output
HOMO-LUMO gap: 9.450 eV
HOMO: -8.99 eV
SMILES: NCCN.O.O.O

***

Version two
Computed, not measured: a cluster of 4 separate species, C2H14N2O3 in total, with ωB97M-V with the def2-TZVPD basis set.

Geometry as XYZ:
```
21
C2H14N2O3 | OMol25 | ωB97M-V with the def2-TZVPD basis set
N -1.9726 -0.7033 -0.0224
C -1.0329 -0.0919 -0.9996
C -0.2322 1.1100 -0.4930
N 0.5506 1.6011 -1.6242
H -2.4495 -1.4657 -0.4596
H -2.5852 0.0131 0.3382
H -1.6282 0.1131 -1.8918
H -0.1877 -0.7752 -1.1018
H -0.7976 1.9398 -0.0696
H 0.4262 0.7405 0.3020
H -0.0614 2.2459 -2.0770
H 1.3411 1.1709 -2.0872
H 2.0394 -2.0931 -1.4686
H 1.8772 -2.6448 -2.8721
O 2.3391 -1.9155 -2.3950
H 1.4077 0.4093 3.4801
H 2.2265 -0.3453 2.3385
O 2.2363 -0.0441 3.2552
H -1.6571 0.8598 2.8884
H -0.8718 -0.3530 2.0933
O -0.9679 0.2284 2.8660
```

Output
HOMO-LUMO gap: 9.330 eV
HOMO: -8.95 eV
SMILES: NCCN.O.O.O

***

Version three
Computed, not measured: a cluster of 4 separate species, C2H14N2O3 in total, with ωB97M-V with the def2-TZVPD basis set.

Geometry as XYZ:
```
21
C2H14N2O3 | OMol25 | ωB97M-V with the def2-TZVPD basis set
C 0.1088 -0.5715 1.8516
C 0.3520 -1.2911 0.5335
N 1.7967 -1.6206 0.3969
N -1.2286 -0.0152 2.0565
H 0.8784 0.1806 2.0724
H 0.3405 -1.2330 2.7047
H 0.1321 -0.6885 -0.3465
H -0.3347 -2.1476 0.6208
H 1.9795 -2.4068 1.0347
H 1.8032 -2.1392 -0.4814
H -1.6981 -0.3001 2.9074
H -1.8367 -0.1259 1.2596
H -0.7944 1.7397 1.4997
H -1.6456 2.9014 0.9072
O -0.8534 2.3436 0.7347
H -0.0210 0.3459 -4.0333
H 0.8190 -0.7529 -4.6373
O -0.0953 -0.4955 -4.4436
H -0.1299 2.2694 -2.2655
H -0.0266 2.1149 -0.7772
O 0.4541 1.8924 -1.5950
```

Output
HOMO-LUMO gap: 10.316 eV
HOMO: -9.58 eV
SMILES: NCCN.O.O.O

***

Energies, relative to the best one, in kcal/mol: version one 10.8; version two 15.2; version three 0.0.

***

Version one
Computed, not measured: a structure of composition C18H28N2O3, with ωB97M-V with the def2-TZVPD basis set.

Geometry as XYZ:
```
51
C18H28N2O3 | OMol25 | ωB97M-V with the def2-TZVPD basis set
C -5.3476 -2.0441 -0.8376
C -4.8831 -1.5577 0.4687
C -5.3112 -0.0031 0.6479
O -4.7670 0.7661 -0.2356
C -3.4992 0.9583 -0.1605
C -3.0003 1.8295 -0.9613
C -1.7257 2.1973 -0.7461
C -0.8758 1.9793 0.0604
C -1.4925 1.2290 1.0973
C -2.7190 0.7495 1.0949
H -3.2363 0.4193 1.9332
H -0.9855 1.0457 1.9799
C 0.5916 2.2160 0.0842
O 0.9786 3.4645 -0.3776
N 1.3871 1.6023 0.8103
H 0.9934 0.6937 1.3906
C 2.8658 1.5794 0.9462
H 3.0205 2.6974 0.6285
H 3.3113 1.7231 1.8492
C 3.4889 0.7432 0.0788
N 2.6791 -0.5518 -0.0518
C 1.5653 -0.6098 -0.8111
H 1.1401 0.3420 -1.0664
C 0.6319 -1.7195 -0.3134
O 1.3298 -2.8399 -0.5438
C 2.4850 -2.8552 0.5931
H 2.8852 -4.0443 0.6607
C 3.4523 -1.6576 0.1221
H 4.1165 -1.8064 1.0207
H 3.8953 -2.1776 -0.7333
H 2.0257 -2.4877 1.5455
H -0.1174 -1.9555 -1.3586
H 0.2602 -1.4033 0.4775
H 2.0757 -1.1672 -1.9549
C 3.5858 1.1967 -1.4600
H 4.3804 2.2796 -1.4415
H 3.9844 0.5033 -2.3302
H 2.6663 1.6781 -1.5405
C 4.9288 0.5618 0.5029
H 4.8395 0.2480 1.5932
H 5.6059 -0.2125 -0.0013
H 5.2926 1.5636 0.7469
H -1.2846 2.8898 -1.6533
H -3.6026 2.0493 -1.8335
H -6.6367 0.0715 0.3602
H -5.1675 0.1514 1.7049
H -3.8746 -1.7382 0.6574
H -5.3959 -2.3086 1.2680
H -6.4498 -1.9447 -1.1659
H -5.1668 -2.9920 -1.0222
H -4.9237 -1.3519 -1.7231
```

Output
HOMO-LUMO gap: 8.645 eV
HOMO: -8.21 eV

***

Version two
Computed, not measured: an isolated molecule of C18H28N2O3, with ωB97M-V with the def2-TZVPD basis set.

Geometry as XYZ:
```
51
C18H28N2O3 | OMol25 | ωB97M-V with the def2-TZVPD basis set
C 4.8074 -3.3196 -3.4775
C 5.3725 -2.1184 -2.7254
O 4.3929 -1.1346 -2.4568
C 3.4900 -1.3349 -1.4597
C 3.4828 -2.3958 -0.5623
C 2.5020 -2.4401 0.4083
C 1.5086 -1.4759 0.5172
C 1.5278 -0.3931 -0.3819
C 2.5168 -0.3412 -1.3509
H 2.5732 0.4658 -2.0629
O 0.5551 0.5566 -0.2525
C 0.6982 1.8129 -0.8882
C 1.7963 2.6665 -0.2638
H 2.7688 2.1957 -0.3840
H 1.8150 3.6437 -0.7383
H 1.6055 2.7923 0.7992
H -0.2733 2.2927 -0.7413
H 0.8616 1.6900 -1.9655
C 0.5350 -1.6594 1.6344
O 0.8329 -2.2955 2.6329
N -0.6973 -1.1444 1.4458
H -0.8820 -0.5364 0.6629
C -1.6995 -1.1530 2.4818
C -2.2055 0.2691 2.7338
N -2.8321 0.8090 1.5381
C -4.2152 0.3872 1.4053
C -4.7632 0.7824 0.0379
C -4.6703 2.2932 -0.1407
C -3.2237 2.7217 0.0752
C -2.7353 2.2537 1.4435
H -1.6877 2.5372 1.5766
H -3.3281 2.7540 2.2324
H -2.5999 2.2667 -0.6964
H -3.1272 3.8068 0.0045
H -5.0081 2.5817 -1.1377
H -5.3130 2.7894 0.5907
H -5.7978 0.4468 -0.0514
H -4.1721 0.2880 -0.7347
H -4.2622 -0.6975 1.5175
H -4.8444 0.8381 2.1969
H -2.8921 0.2703 3.5971
H -1.3451 0.8934 2.9863
H -2.5275 -1.8072 2.1872
H -1.2368 -1.5620 3.3834
H 2.4874 -3.2463 1.1263
H 4.2251 -3.1761 -0.5975
H 5.8675 -2.4343 -1.7993
H 6.1080 -1.6024 -3.3494
H 4.3490 -2.9902 -4.4067
H 4.0522 -3.8287 -2.8838
H 5.6078 -4.0179 -3.7063
```

Output
HOMO-LUMO gap: 9.143 eV
HOMO: -8.33 eV
SMILES: CCOc1ccc(C(=O)NCCN2CCCCC2)c(OCC)c1

***

Version three
Computed, not measured: an isolated molecule of C18H28N2O3, with ωB97M-V with the def2-TZVPD basis set.

Geometry as XYZ:
```
51
C18H28N2O3 | OMol25 | ωB97M-V with the def2-TZVPD basis set
C 4.6489 3.2459 0.6944
C 5.0047 2.4483 -0.5569
O 4.7523 1.0652 -0.4109
C 3.4767 0.5971 -0.4782
C 2.3513 1.3457 -0.7999
C 1.1165 0.7204 -0.8490
C 0.9711 -0.6284 -0.5768
C 2.1098 -1.3925 -0.2611
C 3.3463 -0.7676 -0.2166
H 4.2509 -1.3058 0.0139
O 1.8992 -2.7164 -0.0878
C 2.9201 -3.5351 0.4460
C 3.1457 -3.2882 1.9338
H 3.8647 -4.0047 2.3216
H 3.5183 -2.2817 2.1079
H 2.2044 -3.4026 2.4650
H 3.8528 -3.4142 -0.1199
H 2.5513 -4.5524 0.2896
C -0.3820 -1.2641 -0.5508
O -0.8269 -1.8649 0.4055
N -1.0867 -1.0714 -1.6931
H -0.6681 -0.5495 -2.4460
C -2.4255 -1.5746 -1.8780
C -3.4987 -0.4655 -1.9584
N -3.7967 0.2708 -0.7553
C -4.2315 -0.5436 0.3652
C -4.9124 0.3508 1.3988
C -3.9400 1.4248 1.8741
C -3.4205 2.1975 0.6666
C -2.7917 1.2249 -0.3294
H -2.4356 1.7705 -1.2083
H -1.9323 0.7342 0.1555
H -4.2490 2.7157 0.1808
H -2.6798 2.9382 0.9743
H -4.4316 2.1009 2.5766
H -3.1007 0.9509 2.3885
H -5.2531 -0.2558 2.2395
H -5.7813 0.8252 0.9390
H -4.9395 -1.2897 -0.0050
H -3.3865 -1.0667 0.8429
H -3.2053 0.2577 -2.7266
H -4.4297 -0.9418 -2.2846
H -2.4661 -2.1637 -2.8008
H -2.6284 -2.2319 -1.0305
H 0.2410 1.3114 -1.0774
H 2.4119 2.4009 -1.0101
H 4.4837 2.8466 -1.4361
H 6.0813 2.5077 -0.7407
H 3.5875 3.1668 0.9161
H 4.9031 4.2920 0.5471
H 5.2060 2.8629 1.5456
```

Output
HOMO-LUMO gap: 8.860 eV
HOMO: -8.06 eV
SMILES: CCOc1ccc(C(=O)NCCN2CCCCC2)c(OCC)c1

***

Energies, relative to the best one, in kcal/mol: version one 355.7; version two 0.0; version three 6.4.